The following is a quantum chemistry calculation of a molecular structure, C17H11BF4IN7Na, from the Open Molecules 2025 dataset.

Geometry as ORCA input:
```
! wB97M-V def2-TZVPD RIJCOSX def2/J DEFGRID3
* xyz -1 1
Na -0.246 -0.018 0.449
C -3.358 -0.752 -3.227
C -2.699 -0.740 -4.442
C -1.355 -0.405 -4.477
C -0.707 -0.090 -3.288
N -1.346 -0.098 -2.118
C -2.637 -0.422 -2.087
C 0.750 0.253 -3.250
C 1.436 0.633 -4.400
C 2.788 0.920 -4.318
C 3.421 0.818 -3.094
C 2.660 0.438 -1.997
N 1.361 0.164 -2.065
H -4.403 -1.019 -3.148
H -3.217 -0.998 -5.358
H -0.821 -0.417 -5.417
H -3.116 -0.423 -1.117
H 0.924 0.722 -5.348
H 3.334 1.223 -5.203
H 4.475 1.035 -2.981
H 3.106 0.352 -1.014
I -1.796 0.136 7.099
C -0.791 0.020 5.299
C 0.552 -0.206 5.126
N 0.753 -0.194 3.796
N -0.368 0.030 3.097
C -1.323 0.160 4.002
H 1.348 -0.364 5.834
H 1.624 -0.279 3.299
H -2.345 0.311 3.697
N 1.766 0.830 1.087
C 2.758 1.185 1.571
C 3.967 1.569 2.166
C 4.681 0.602 2.916
N 5.235 -0.205 3.531
C 4.444 2.897 2.044
N 4.841 3.977 1.942
F -2.832 -1.952 2.521
B -2.753 -1.478 1.220
F -1.435 -1.716 0.690
F -3.696 -2.096 0.390
F -2.929 -0.066 1.180
*
```

* total energy: -1922.42377 Eh
* max |F|: 0.64 eV Å⁻¹
* relative energy (zero: lowest compared OMol25 entry of this formula, charge and spin): 6.5 kcal/mol

These are the Mulliken partial charges, in e, on atoms 1 to 2: atom 1 (Na): 1.0817, atom 2 (C): -0.8379

The following is a quantum chemistry calculation of a molecular structure, C19H28NPPdS in a non-equilibrium geometry, from the Open Molecules 2025 dataset.

Geometry as ORCA input:
```
! wB97M-V def2-TZVPD RIJCOSX def2/J DEFGRID3
* xyz 0 3
C 2.019 1.313 -4.038
C 2.792 0.873 -2.971
C 2.198 0.449 -1.768
C 0.812 0.457 -1.671
C 0.025 0.856 -2.757
C 0.625 1.274 -3.942
C 3.084 -0.071 -0.670
C 2.984 0.548 0.735
N 1.694 1.141 1.111
Pd -0.146 -0.151 0.055
C -1.470 0.848 -2.595
P -1.771 1.231 -0.828
H 3.884 0.857 -3.041
H -0.012 1.590 -4.770
H 2.493 1.679 -4.948
H -1.914 -0.145 -2.778
H -1.980 1.584 -3.224
H 2.947 -1.159 -0.561
H 4.124 0.085 -0.980
H 3.206 -0.229 1.476
C -3.506 0.917 -0.472
C -1.612 3.038 -0.819
H 3.724 1.357 0.833
C 1.542 2.530 0.658
C 1.418 1.034 2.550
H -1.614 -1.141 0.198
H 2.298 3.145 1.167
H 1.680 2.594 -0.428
H 0.539 2.892 0.919
H 2.096 1.704 3.097
H 0.373 1.312 2.744
H 1.578 -0.004 2.866
H -2.394 3.465 -1.463
H -1.743 3.402 0.206
H -0.633 3.358 -1.191
H -4.142 1.546 -1.110
H -3.746 -0.140 -0.636
H -3.691 1.166 0.583
H -1.660 -0.679 0.865
S 0.931 -2.020 1.156
C -0.300 -3.012 1.806
C -0.670 -2.877 3.160
C -1.763 -3.578 3.654
C -2.476 -4.457 2.829
C -2.076 -4.639 1.501
C -0.986 -3.939 0.987
H -0.090 -2.184 3.779
H -2.063 -3.435 4.696
H -3.338 -5.003 3.223
H -2.617 -5.330 0.850
H -0.653 -4.051 -0.043
*
```

* total energy: -1662.85252 Eh
* max |F|: 2.15 eV Å⁻¹
* relative energy (zero: lowest compared OMol25 entry of this formula, charge and spin): 0.0 kcal/mol
* ⟨S²⟩: 2.01

These are the Mulliken partial charges, in e, on atoms 1 to 2: atom 1 (C): -0.8511, atom 2 (C): -0.8051

The following is a quantum chemistry calculation of 3 unconnected molecules or ions with the total composition C39H78N2O12P3S in a non-equilibrium geometry, from the Open Molecules 2025 dataset.

Geometry as ORCA input:
```
! wB97M-V def2-TZVPD RIJCOSX def2/J DEFGRID3
* xyz 1 1
C 2.587 2.267 -3.367
C 3.310 0.797 -3.442
C 3.058 0.092 -4.908
C 2.331 -1.371 -4.589
C 3.436 -2.569 -4.441
C 3.458 -3.336 -2.996
C 1.958 -3.694 -2.388
C 1.380 -2.813 -1.089
C 2.190 -1.593 -0.355
C 2.394 -1.810 1.283
C 3.982 -1.901 1.732
C 4.006 -2.318 3.327
C 5.380 -3.064 3.818
O 6.275 -3.503 2.734
C 7.646 -3.352 3.306
C -0.133 -3.297 -0.661
C -0.899 -2.533 0.592
C -1.264 -0.954 0.180
C -1.057 0.084 1.459
S -2.661 1.046 1.678
C -0.898 -4.496 -1.453
C -2.439 -4.990 -1.051
C -3.553 -3.771 -1.285
O -3.724 -3.112 -2.434
O -4.370 -3.359 -0.134
C -5.493 -2.483 -0.535
C -5.515 -0.894 -0.127
O -6.538 -3.025 -1.216
N -0.210 -5.162 -2.585
N 1.024 -4.731 -2.927
P 1.706 -5.608 -4.376
C 3.057 -6.855 -3.844
C 3.193 -7.079 -2.226
C 0.286 -6.741 -5.081
C -0.918 -5.895 -5.803
H 1.432 2.255 -3.631
H 2.718 2.661 -2.254
H 3.129 3.038 -4.084
H 4.465 0.863 -3.261
H 2.843 0.121 -2.601
H 2.264 0.692 -5.566
H 4.028 -0.044 -5.556
H 1.696 -1.618 -5.567
H 1.575 -1.268 -3.703
H 4.535 -2.133 -4.605
H 3.285 -3.368 -5.289
H 4.102 -2.691 -2.262
H 4.069 -4.348 -3.160
H 1.490 -0.630 -0.445
H 3.206 -1.292 -0.853
H 1.904 -2.838 1.617
H 1.839 -0.936 1.848
H 4.476 -2.701 1.023
H 4.517 -0.836 1.672
H 3.882 -1.355 4.018
H 3.083 -3.031 3.582
H 5.099 -4.029 4.443
H 5.928 -2.342 4.595
H 7.641 -3.722 4.431
H 7.903 -2.202 3.244
H 8.449 -3.977 2.728
H -0.271 -2.570 1.607
H -1.945 -3.020 0.867
H -0.704 -0.622 -0.792
H -2.427 -0.914 -0.071
H -0.180 0.869 1.273
H -0.818 -0.568 2.415
H -2.999 1.468 0.360
H -2.764 -5.870 -1.767
H -2.526 -5.361 0.055
H -4.544 -0.341 -0.474
H -6.444 -0.294 -0.532
H -5.548 -0.808 1.058
H 4.096 -6.393 -4.207
H 2.924 -7.845 -4.471
H 3.245 -8.244 -2.040
H 4.253 -6.648 -1.892
H 2.329 -6.598 -1.587
H -0.209 -7.300 -4.153
H 0.731 -7.605 -5.763
H -1.458 -5.118 -5.109
H -0.522 -5.433 -6.802
H -1.747 -6.695 -6.108
O 1.628 6.709 -4.670
P 1.825 7.841 -3.633
O 2.635 6.894 -2.543
C 4.017 6.673 -2.764
C 4.829 7.933 -2.530
O 0.307 7.679 -2.959
C -0.752 7.137 -3.744
C -0.853 5.630 -3.568
O 2.046 9.107 -2.474
C 1.971 10.414 -3.029
C 0.609 10.709 -3.631
H 4.176 6.289 -3.775
H 4.338 5.901 -2.058
H 4.595 8.692 -3.283
H 5.901 7.722 -2.584
H 4.603 8.369 -1.550
H -0.638 7.411 -4.797
H -1.687 7.599 -3.404
H 0.121 5.130 -3.628
H -1.509 5.194 -4.326
H -1.255 5.392 -2.579
H 2.757 10.524 -3.784
H 2.179 11.124 -2.224
H 0.412 10.069 -4.497
H 0.550 11.749 -3.963
H -0.187 10.522 -2.904
O -6.060 -1.256 7.521
P -5.554 0.193 7.321
O -6.269 0.782 8.693
C -5.599 0.574 9.924
C -4.335 1.408 10.020
O -6.767 0.620 6.257
C -7.406 -0.393 5.484
C -8.641 -0.930 6.192
O -4.987 1.812 7.098
C -3.837 1.909 6.269
C -4.100 1.422 4.856
H -5.376 -0.489 10.052
H -6.288 0.870 10.722
H -3.589 1.070 9.294
H -3.893 1.333 11.018
H -4.543 2.461 9.804
H -6.706 -1.195 5.236
H -7.710 0.059 4.532
H -8.461 -1.147 7.251
H -8.998 -1.843 5.709
H -9.442 -0.186 6.168
H -3.021 1.341 6.727
H -3.538 2.962 6.245
H -4.316 0.349 4.842
H -3.229 1.597 4.218
H -4.966 1.931 4.423
*
```

* total energy: -3966.45999 Eh
* max |F|: 10.06 eV Å⁻¹

These are the Mulliken partial charges, in e, on atoms 1 to 2: atom 1 (C): -1.1593, atom 2 (C): 0.3993

The following is a quantum chemistry calculation of a molecular structure, C20H23N2V in a non-equilibrium geometry, from the Open Molecules 2025 dataset.

Geometry as ORCA input:
```
! wB97M-V def2-TZVPD RIJCOSX def2/J DEFGRID3
* xyz 1 2
C 1.787 -1.334 -3.856
C 0.486 -1.610 -4.479
C 2.477 -0.076 -4.156
C 2.528 -2.434 -3.227
H 3.038 -0.121 -5.105
H 3.201 0.174 -3.368
H 1.761 0.753 -4.245
H 0.582 -2.023 -5.497
H -0.115 -0.695 -4.560
H -0.079 -2.344 -3.888
H 3.106 -3.024 -3.958
H 1.841 -3.130 -2.727
H 3.241 -2.057 -2.482
C -1.752 2.030 0.366
C -0.561 2.332 -0.361
C -0.503 1.451 -1.505
H 0.121 3.150 -0.130
C -1.654 0.596 -1.446
C -2.386 0.925 -0.276
H -3.342 0.481 0.019
H -2.183 2.655 1.156
H 0.108 1.620 -2.395
H -2.037 -0.034 -2.256
C 1.221 -1.139 1.887
C 1.405 0.231 2.244
C 1.916 0.917 1.101
H 1.340 0.649 3.252
C 2.108 -0.057 0.051
C 1.692 -1.332 0.562
H 1.904 -2.308 0.111
H 0.881 -1.928 2.565
H 2.183 1.973 1.071
H 2.734 0.087 -0.832
V -0.099 0.324 0.432
N -4.024 0.858 6.758
C -3.434 0.693 5.763
C -2.712 0.505 4.553
C -1.795 1.491 4.168
C -1.088 1.310 2.997
N -1.219 0.227 2.209
C -2.094 -0.709 2.558
C -2.862 -0.612 3.711
H -1.594 2.415 4.738
H -0.371 2.070 2.654
H -2.187 -1.540 1.888
H -3.571 -1.409 3.935
*
```

* total energy: -1829.01964 Eh
* max |F|: 2.83 eV Å⁻¹
* ⟨S²⟩: 0.80

These are the Mulliken partial charges, in e, on atoms 1 to 2: atom 1 (C): 1.2926, atom 2 (C): -1.2799

The following is a quantum chemistry calculation of a molecular structure, C18H30CaO4SSi in a non-equilibrium geometry, from the Open Molecules 2025 dataset.

Geometry as ORCA input:
```
! wB97M-V def2-TZVPD RIJCOSX def2/J DEFGRID3
* xyz 2 1
C 0.152 0.994 1.197
Si -1.583 0.291 1.792
C -2.884 0.498 0.338
C -1.510 -1.543 2.372
C -1.330 -2.639 1.130
C -0.051 -2.242 0.185
C 0.709 -3.503 -0.534
C 1.758 -2.826 -1.647
C 2.819 -1.774 -0.972
C 3.853 -1.070 -2.055
C 3.407 0.501 -2.416
C 2.179 0.572 -3.520
C 2.216 1.709 -4.701
O 1.042 1.314 -5.548
S 0.625 -0.340 -5.241
O -0.650 -0.414 -4.327
O 0.545 -1.088 -6.624
O 2.012 -0.690 -4.308
C -2.108 1.491 3.257
C -3.104 2.759 2.872
C -3.598 3.891 3.989
C -3.029 3.709 5.547
C -2.055 2.424 5.961
C -1.575 1.304 4.816
H 0.950 0.359 1.816
H 0.356 0.718 0.063
H 0.288 2.130 1.443
H -2.639 1.430 -0.342
H -3.985 0.599 0.728
H -2.861 -0.471 -0.348
H -2.547 -1.789 2.909
H -0.634 -1.636 3.146
H -1.114 -3.682 1.643
H -2.335 -2.725 0.499
H 0.751 -1.734 0.909
H -0.402 -1.497 -0.645
H -0.003 -4.284 -1.037
H 1.415 -4.042 0.260
H 1.075 -2.192 -2.390
H 2.389 -3.648 -2.220
H 3.473 -2.328 -0.149
H 2.305 -0.869 -0.395
H 4.046 -1.707 -3.018
H 4.889 -0.966 -1.480
H 3.175 1.131 -1.429
H 4.334 1.032 -2.917
H 1.242 0.763 -2.844
H 3.093 1.574 -5.475
H 2.229 2.848 -4.427
H -3.481 2.889 1.749
H -4.291 4.805 3.734
H -3.316 4.493 6.370
H -1.680 2.323 7.074
H -0.866 0.401 5.049
Ca -3.694 2.748 0.163
*
```

* total energy: -2368.90594 Eh
* max |F|: 7.26 eV Å⁻¹

These are the Mulliken partial charges, in e, on atoms 1 to 2: atom 1 (C): -0.5372, atom 2 (Si): 0.2848

The following is a quantum chemistry calculation of 2 unconnected molecules or ions with the total composition CH5NO3S2 in a non-equilibrium geometry, from the Open Molecules 2025 dataset.

Geometry as ORCA input:
```
! wB97M-V def2-TZVPD RIJCOSX def2/J DEFGRID3
* xyz 0 1
C 1.977 -1.077 0.038
N -0.225 0.330 0.715
O 0.653 0.632 -1.689
O 1.897 1.562 0.120
O -3.915 0.629 -0.408
S -1.722 0.962 0.401
S 1.080 0.486 -0.349
H 2.951 -0.871 -0.114
H 1.701 -1.134 1.221
H 1.707 -2.016 -0.405
H -3.868 0.090 -1.227
H -2.237 0.407 1.697
*
```

* total energy: -1117.75548 Eh
* max |F|: 5.80 eV Å⁻¹
* relative energy (zero: lowest compared OMol25 entry of this formula, charge and spin): 75.0 kcal/mol

These are the Mulliken partial charges, in e, on atoms 1 to 2: atom 1 (C): -0.8382, atom 2 (N): -0.2763

The following is a quantum chemistry calculation of a molecular structure, ClH2N2O in a non-equilibrium geometry, from the Open Molecules 2025 dataset.

Geometry as ORCA input:
```
! wB97M-V def2-TZVPD RIJCOSX def2/J DEFGRID3
* xyz -1 1
N -0.411 0.179 0.035
N -1.179 1.092 0.137
O -3.184 0.189 -0.299
Cl 2.422 0.390 -0.098
H 0.750 0.339 -0.005
H -0.719 -0.796 -0.090
*
```

* total energy: -646.00296 Eh
* max |F|: 1.77 eV Å⁻¹
* relative energy (zero: lowest compared OMol25 entry of this formula, charge and spin): 161.8 kcal/mol

These are the Mulliken partial charges, in e, on atoms 1 to 2: atom 1 (N): 0.1892, atom 2 (N): -0.2503

The following is a quantum chemistry calculation of 4 unconnected molecules or ions with the total composition C2H11O4 in a non-equilibrium geometry, from the Open Molecules 2025 dataset.

Geometry as ORCA input:
```
! wB97M-V def2-TZVPD RIJCOSX def2/J DEFGRID3
* xyz -1 1
C 0.306 -1.139 0.859
O 0.697 -0.011 0.198
C -1.199 -1.154 1.232
H 0.827 -1.219 1.826
H 0.425 -2.036 0.218
H -1.855 -1.184 0.355
H -1.476 -0.238 1.762
H -1.389 -1.989 1.914
H -0.604 0.069 -2.423
H -0.335 0.396 -0.965
O -0.922 0.657 -1.731
H 1.985 -0.019 -0.787
H 2.090 0.221 -2.299
O 2.596 -0.110 -1.556
H 0.155 3.004 0.794
H -0.610 1.899 0.249
O -0.692 2.854 0.352
*
```

* total energy: -383.79289 Eh
* max |F|: 1.12 eV Å⁻¹
* relative energy (zero: lowest compared OMol25 entry of this formula, charge and spin): 8.1 kcal/mol

These are the Mulliken partial charges, in e, on atoms 1 to 2: atom 1 (C): -0.2864, atom 2 (O): -0.8496

The following is a quantum chemistry calculation of a molecular structure, C50H45I2N5O5PbS4 in a non-equilibrium geometry, from the Open Molecules 2025 dataset.

Geometry as ORCA input:
```
! wB97M-V def2-TZVPD RIJCOSX def2/J DEFGRID3
* xyz 2 1
Pb 0.676 -0.754 0.980
C 1.592 -5.330 -0.568
O 0.769 -5.337 0.597
C 0.473 -4.069 0.865
N 1.016 -3.167 0.144
C 1.974 -3.839 -0.732
C 1.994 -3.400 -2.167
C 0.831 -3.037 -2.828
C 0.875 -2.689 -4.168
C 2.079 -2.708 -4.855
C 3.243 -3.068 -4.198
C 3.198 -3.417 -2.860
C -0.453 -3.836 1.973
C -0.529 -4.793 2.982
C -1.471 -4.615 3.980
C -2.347 -3.550 3.872
C -2.173 -2.631 2.834
N -1.203 -2.736 1.931
C -3.149 -1.536 2.748
N -2.893 -0.316 2.536
C -4.120 0.442 2.722
C -5.181 -0.666 2.979
O -4.423 -1.874 3.017
C -4.388 1.388 1.577
C -4.152 2.746 1.748
C -4.349 3.649 0.714
C -4.785 3.209 -0.519
C -5.052 1.856 -0.702
C -4.857 0.949 0.344
H 1.003 -5.707 -1.412
H 2.445 -5.985 -0.401
H 2.965 -3.658 -0.298
H -0.104 -3.024 -2.287
H -0.036 -2.418 -4.679
H 2.108 -2.441 -5.900
H 4.186 -3.080 -4.725
H 4.105 -3.703 -2.347
H 0.149 -5.632 2.976
H -1.535 -5.305 4.807
H -3.156 -3.413 4.572
H -3.965 1.045 3.625
H -5.933 -0.746 2.191
H -5.686 -0.552 3.939
H -3.823 3.115 2.707
H -4.189 4.703 0.893
H -4.932 3.905 -1.330
H -5.505 1.527 -1.628
H -5.088 -0.097 0.190
C 3.427 0.365 3.345
C 3.648 1.215 2.090
S 2.208 1.772 1.109
C 1.493 3.015 2.265
C -0.018 2.972 2.387
S -0.841 1.339 2.555
C -0.501 0.868 4.291
C 0.945 0.645 4.675
S 1.857 -0.554 3.588
H 3.570 0.954 4.250
H 4.169 -0.432 3.346
H 4.231 0.663 1.354
H 4.206 2.114 2.354
H 1.781 3.989 1.868
H 1.980 2.877 3.226
H -0.484 3.364 1.483
H -0.333 3.593 3.225
H -1.081 -0.047 4.399
H -0.922 1.636 4.942
H 0.984 0.217 5.679
H 1.497 1.580 4.679
I 5.490 -2.970 2.234
C 5.074 -1.938 0.449
C 6.028 -1.772 -0.537
C 5.717 -1.107 -1.706
I 7.231 -0.876 -3.156
C 4.401 -0.635 -1.940
C 3.967 -0.044 -3.141
C 2.644 0.280 -3.305
C 1.759 0.051 -2.250
N 2.140 -0.435 -1.092
C 3.422 -0.805 -0.922
C 3.758 -1.439 0.333
O 2.928 -1.566 1.283
H 7.018 -2.173 -0.384
H 4.678 0.133 -3.933
H 2.285 0.692 -4.233
H 0.709 0.274 -2.358
O -3.018 -1.523 -0.779
N -2.279 -0.664 -1.163
O -1.839 1.886 0.140
S -0.807 1.765 -0.897
C -1.791 1.395 -2.373
C -1.661 1.924 -3.624
C -2.529 1.524 -4.644
C -3.504 0.552 -4.401
C -3.648 -0.010 -3.160
C -2.813 0.413 -2.047
C -0.320 3.467 -1.303
C -1.139 4.505 -0.902
C -0.709 5.810 -1.080
C 0.536 6.054 -1.640
C 1.344 5.003 -2.045
C 0.920 3.694 -1.874
H -0.913 2.682 -3.810
H -2.427 1.956 -5.626
H -4.144 0.221 -5.203
H -4.355 -0.808 -2.986
H -3.472 0.905 -1.230
H -2.089 4.273 -0.449
H -1.343 6.627 -0.778
H 0.877 7.071 -1.762
H 2.309 5.198 -2.488
H 1.542 2.863 -2.170
*
```

* total energy: -4962.67971 Eh
* max |F|: 3.15 eV Å⁻¹

These are the Mulliken partial charges, in e, on atoms 1 to 2: atom 1 (Pb): 0.3290, atom 2 (C): -0.1900

Which of these has the highest total energy? C2H11O4

Among the records above, which one has the highest max |F|? C39H78N2O12P3S